[1]
A 2-piece molecular cluster, C19H18N4O3 overall at a distorted geometry, computed with ωB97M-V/def2-TZVPD.

Last columns: bonded neighbours and bond lengths (Å).
CARTESIAN COORDINATES (ANGSTROEM)
1 C -2.759 2.517 -2.700  C2 1.490, H42 0.880, H43 1.197, H44 0.975
2 C -2.157 3.233 -1.540  C1 1.490, C3 1.374, C7 1.396
3 C -1.044 2.602 -1.037  C2 1.374, C4 1.534, C14 1.597
4 C -0.359 3.146 0.223  C3 1.534, C5 1.458, H13 1.180
5 C -0.730 4.399 0.871  C4 1.458, C6 1.404, H12 0.864
6 C -1.983 4.796 0.377  C5 1.404, C7 1.361, H11 0.895
7 C -2.635 4.207 -0.662  C2 1.396, C6 1.361, N8 1.491
8 N -3.648 4.973 -1.443  C7 1.491, O9 1.201, O10 1.344
9 O -4.026 4.716 -2.553  N8 1.201
10 O -4.307 5.783 -0.598  N8 1.344
11 H -2.453 5.534 0.565  C6 0.895
12 H -0.288 4.559 1.596  C5 0.864
13 H 0.638 2.764 0.725  C4 1.180
14 C -0.388 1.232 -1.527  C3 1.597, O15 1.351, N16 1.430
15 O 0.777 1.342 -2.203  C14 1.351
16 N -1.035 0.070 -1.002  C14 1.430, H17 1.034, C18 1.415
17 H -1.797 0.307 -0.343  N16 1.034
18 C -0.530 -1.198 -1.377  N16 1.415, C19 1.324, C37 1.386, H41 1.036
19 C 0.422 -1.663 -0.583  C18 1.324, C20 1.582, C24 1.365
20 C 0.050 -1.752 0.952  C19 1.582, C21 1.442, H36 1.050
21 C 1.108 -2.141 1.851  C20 1.442, C22 1.329, H35 1.184
22 C 2.151 -2.900 1.529  C21 1.329, C23 1.494, N27 1.467
23 C 2.484 -2.843 0.073  C22 1.494, C24 1.309, H26 1.045
24 C 1.563 -2.394 -0.741  C19 1.365, C23 1.309
25 H 2.093 -2.293 -2.107  no bonds
26 H 3.439 -3.140 -0.230  C23 1.045
27 N 3.143 -3.089 2.592  C22 1.467, C28 1.227, C31 1.391
28 C 2.753 -3.844 3.477  N27 1.227, N29 1.463, H34 1.085
29 N 3.802 -4.249 4.411  C28 1.463, C30 1.398
30 C 4.837 -3.787 3.592  N29 1.398, C31 1.469, H33 1.076
31 C 4.487 -3.251 2.270  N27 1.391, C30 1.469, H32 1.103
32 H 5.142 -2.748 1.539  C31 1.103
33 H 5.862 -4.004 3.836  C30 1.076
34 H 1.832 -3.891 4.050  C28 1.085
35 H 0.787 -2.071 2.988  C21 1.184
36 H -0.901 -1.326 1.085  C20 1.050
37 C -1.563 -2.034 -1.770  C18 1.386, H38 1.161, H39 1.242, H40 1.288
38 H -2.571 -1.841 -2.312  C37 1.161
39 H -2.239 -2.289 -0.759  C37 1.242
40 H -1.357 -3.283 -2.009  C37 1.288
41 H -0.111 -1.004 -2.304  C18 1.036
42 H -2.668 2.963 -3.454  C1 0.880
43 H -2.127 1.517 -2.886  C1 1.197
44 H -3.694 2.375 -2.464  C1 0.975

Properties
- 2S+1 = 1
- Kohn-Sham gap (hartree) = 0.284
- energy above the lowest of the compared OMol25 structures with the same formula, charge and spin (kcal/mol) = 485.5

***

[2]
One molecule with the formula C2H6N2O at a distorted geometry, computed with ωB97M-V/def2-TZVPD.

Last columns: bonded neighbours and bond lengths (Å).
CARTESIAN COORDINATES (ANGSTROEM)
1 C -0.116 0.012 0.013  C2 1.475, N3 1.391, N4 1.397, O5 1.557
2 C 1.311 -0.146 -0.328  C1 1.475, O5 1.395, H10 1.092, H11 1.096
3 N -0.716 1.266 -0.031  C1 1.391, H6 1.010, H7 1.010
4 N -1.005 -1.044 -0.203  C1 1.397, H8 1.012, H9 1.012
5 O 1.021 -0.300 1.029  C1 1.557, C2 1.395
6 H -0.060 2.026 0.083  N3 1.010
7 H -1.514 1.368 0.580  N3 1.010
8 H -1.841 -0.973 0.363  N4 1.012
9 H -0.554 -1.935 -0.041  N4 1.012
10 H 1.619 -1.041 -0.871  C2 1.092
11 H 1.855 0.767 -0.593  C2 1.096

Properties
- 2S+1 = 1
- SMILES = NC1(N)CO1
- Kohn-Sham gap (hartree) = 0.373
- energy above the lowest of the compared OMol25 structures with the same formula, charge and spin (kcal/mol) = 44.7

***

Which value of Kohn-Sham gap does entry 1 give? 0.284 hartree

***

The lowest Kohn-Sham gap belongs to which entry? C19H18N4O3